The following is a quantum chemistry calculation of 4 unconnected molecules or ions with the total composition C9H18FO9, from the Open Molecules 2025 dataset.

Geometry as ORCA input:
```
! RIJCOSX wB97M-V def2-TZVPD def2/J DEFGRID3
* xyz -1 1
F -0.7263 -0.7316 0.7799
C 2.0728 -0.8885 1.5057
O 3.2689 -0.0945 1.7377
C 3.8456 0.4404 0.6799
O 3.6244 0.1790 -0.4751
O 4.7599 1.3275 1.0991
C 5.5910 1.8365 0.0635
H 1.2844 -0.2896 1.0505
H 1.7681 -1.2684 2.4728
H 2.3246 -1.7249 0.8541
H 5.0197 2.3657 -0.6961
H 6.1270 1.0069 -0.4010
H 6.2955 2.5057 0.5478
C -3.4788 -4.1529 -3.6489
O -2.0840 -3.8905 -3.6021
C -1.6195 -3.3741 -2.4375
O -2.2905 -3.0706 -1.4988
O -0.3043 -3.2887 -2.5610
C 0.4566 -2.8338 -1.4381
H -3.9314 -3.4445 -4.3426
H -3.9463 -4.1087 -2.6698
H -3.5996 -5.1591 -4.0548
H 1.4148 -3.3503 -1.4617
H -0.0433 -2.9994 -0.4849
H 0.6259 -1.7612 -1.5133
C -4.0903 4.4109 1.3264
O -2.7549 4.2679 1.7836
C -2.2675 2.9999 1.7316
O -2.9032 2.0530 1.3761
O -1.0220 3.0589 2.1602
C -0.2015 1.8678 2.1192
H -4.7446 3.6260 1.7081
H -4.1139 4.3779 0.2358
H -4.4530 5.3664 1.6975
H 0.6968 2.1584 2.6649
H 0.0292 1.5926 1.0938
H -0.6304 0.9901 2.5974
*
```

The gap between HOMO and LUMO comes out at 7.1 eV. As for the LUMO energy: 2.95 eV.

The following is a quantum chemistry calculation of 5 unconnected molecules or ions with the total composition C4H16O4 in a non-equilibrium geometry, from the Open Molecules 2025 dataset.

Geometry as ORCA input:
```
! RIJCOSX wB97M-V def2-TZVPD def2/J DEFGRID3
* xyz 0 1
C 1.7662 -0.4397 -1.6276
C 0.9215 0.5500 -1.6889
C -0.4157 0.4691 -2.3628
C -0.6874 -0.8498 -3.2114
H 2.7660 -0.4522 -1.0196
H 1.5077 -1.4394 -2.0416
H 1.0982 1.4691 -1.1446
H -1.2032 0.4040 -1.5420
H -0.8127 1.3487 -2.8579
H 0.1189 -1.4417 -2.8953
H -1.8571 -1.1915 -2.8763
H -0.3142 -0.5792 -4.1703
O -0.2573 -1.2123 2.0677
H 0.2273 -0.4055 1.8883
H 0.5197 -1.7772 2.4991
O -0.9737 2.7161 2.3643
H -0.6219 1.9988 2.8754
H -1.1792 2.5005 1.4459
O -2.7371 -1.3991 2.6534
H -3.1945 -1.0080 1.8663
H -1.8722 -1.5679 2.2915
O 2.2373 0.4509 2.3493
H 2.3070 0.6868 3.3407
H 2.6563 1.1695 1.7965
*
```

The gap between HOMO and LUMO comes out at 9.9 eV. The relative energy (zero: lowest compared OMol25 entry of this formula, charge and spin) comes out at 68.1 kcal/mol. As for the LUMO energy: 0.03 eV.

The following is a quantum chemistry calculation of a molecular structure, C15H23AsCoS7Te, from the Open Molecules 2025 dataset.

Geometry as ORCA input:
```
! RIJCOSX wB97M-V def2-TZVPD def2/J DEFGRID3
* xyz -1 5
Co -0.0193 -0.6058 0.1080
C 3.3484 0.2319 2.4053
C 3.6497 -0.3669 1.0361
S 2.4553 -1.5367 0.3505
C 2.2841 -2.8075 1.6222
C 1.3960 -2.4830 2.8294
S -0.1621 -1.6966 2.3523
C -0.3231 -0.2806 3.4828
C 0.9201 0.5337 3.8175
S 1.8133 1.2121 2.3953
H 4.1798 0.8933 2.6614
H 3.3218 -0.5402 3.1728
H 4.6308 -0.8481 1.0370
H 3.6652 0.4242 0.2827
H 3.2769 -3.1142 1.9608
H 1.8536 -3.6532 1.0812
H 1.9038 -1.8362 3.5368
H 1.1677 -3.4177 3.3447
H -0.7830 -0.6417 4.4049
H -1.0428 0.3575 2.9621
H 1.6202 -0.0106 4.4537
H 0.5678 1.3893 4.3952
S -0.9747 2.9976 1.8216
As -1.3301 2.1132 -0.0674
S -2.2118 0.0733 0.3986
S 0.5604 1.2966 -0.9842
S -2.4590 3.1285 -1.4993
C 0.8107 -7.6573 1.4140
C 0.4643 -6.4381 0.6009
C -0.6789 -5.6982 0.8669
C -1.0057 -4.5549 0.1406
C -2.2679 -3.8017 0.4510
C -0.1407 -4.1400 -0.8754
Te -0.4945 -2.2978 -1.8690
C 1.0063 -4.8817 -1.1829
C 1.9336 -4.4604 -2.2916
C 1.2870 -6.0231 -0.4394
H 0.0062 -7.9101 2.1042
H 1.7165 -7.4938 2.0020
H 0.9909 -8.5218 0.7725
H -1.3425 -6.0124 1.6660
H -2.8183 -4.2810 1.2603
H -2.9166 -3.7581 -0.4273
H -2.0658 -2.7669 0.7444
H 1.3935 -4.3558 -3.2355
H 2.7295 -5.1920 -2.4329
H 2.3958 -3.4936 -2.0741
H 2.1754 -6.5998 -0.6802
*
```

The gap between HOMO and LUMO (spin up / spin down) comes out at 6.1 / 4.1 eV. As for the LUMO energy (spin up / spin down): 1.98 / 0.13 eV.

The following is a quantum chemistry calculation of a gas-phase ion, S2 (charge +1) in a non-equilibrium geometry, from the Open Molecules 2025 dataset.

Geometry as ORCA input:
```
! RIJCOSX wB97M-V def2-TZVPD def2/J DEFGRID3
* xyz 1 2
S 0.1407 0.0702 0.9108
S -0.1407 -0.0702 -0.9108
*
```

The gap between HOMO and LUMO (spin up / spin down) comes out at 6.5 / 9.8 eV. The relative energy (zero: lowest compared OMol25 entry of this formula, charge and spin) comes out at 0.4 kcal/mol. As for the LUMO energy (spin up / spin down): -9.90 / -9.60 eV.

The following is a quantum chemistry calculation of a single C23H26O3 molecule, from the Open Molecules 2025 dataset.

Geometry as ORCA input:
```
! RIJCOSX wB97M-V def2-TZVPD def2/J DEFGRID3
* xyz 0 1
C -3.5565 -1.0108 -1.9548
C -3.2504 -1.3462 -0.5239
C -3.8317 -2.6362 -0.0306
C -2.4951 -0.5760 0.2542
C -1.8565 0.6831 -0.1786
C -1.0063 1.4683 0.8019
C 0.2760 2.0336 0.3433
O 0.5800 2.2853 -0.7973
O 1.0957 2.2471 1.3908
C 2.3699 2.8032 1.0872
C 3.2726 1.8514 0.3448
C 4.2672 2.3419 -0.4905
C 5.1086 1.4651 -1.1515
C 4.9503 0.0994 -1.0113
C 3.9425 -0.3953 -0.1907
O 3.8591 -1.7536 -0.0455
C 2.6403 -2.3540 0.1434
C 1.4620 -1.8787 -0.4230
C 0.2847 -2.5804 -0.2405
C 0.2698 -3.7513 0.4981
C 1.4467 -4.2306 1.0487
C 2.6296 -3.5379 0.8746
C 3.1206 0.4841 0.5046
C -2.3332 2.0245 0.3038
C -2.3351 3.1822 -0.6654
C -3.4614 2.0836 1.3083
H -2.7889 -1.4233 -2.6115
H -4.5116 -1.4408 -2.2483
H -3.5934 0.0638 -2.1090
H -3.5259 -3.4564 -0.6801
H -3.5078 -2.8531 0.9840
H -4.9208 -2.5914 -0.0470
H -2.3172 -0.8726 1.2798
H -1.4662 0.6754 -1.1903
H -0.9785 1.1370 1.8323
H 2.2346 3.7159 0.4957
H 2.7999 3.0610 2.0601
H 4.3812 3.4074 -0.6206
H 5.8866 1.8484 -1.7945
H 5.5907 -0.5965 -1.5297
H 1.4698 -0.9708 -1.0084
H -0.6275 -2.2048 -0.6774
H -0.6552 -4.2897 0.6384
H 1.4450 -5.1469 1.6204
H 3.5564 -3.8979 1.2936
H 2.3578 0.0991 1.1665
H -3.2491 3.1676 -1.2575
H -1.4836 3.1281 -1.3375
H -2.2930 4.1283 -0.1270
H -4.4188 2.0559 0.7901
H -3.4242 1.2455 1.9978
H -3.4092 3.0089 1.8801
*
```

The gap between HOMO and LUMO comes out at 9.1 eV. The relative energy (zero: lowest compared OMol25 entry of this formula, charge and spin) comes out at 0.0 kcal/mol. As for the LUMO energy: 0.77 eV.